# 1
Here is C18H36Br10N3 as an isolated structure at a distorted geometry from the OMol25 dataset. Energies are from the ωB97M-V functional and the def2-TZVPD basis.

XYZ file:
```
67
Properties=species:S:1:pos:R:3
N 4.110 -1.465 0.274
C 3.613 -0.536 1.362
C 2.563 0.620 0.862
C 1.296 0.060 -0.029
C 0.572 1.340 -0.753
C -0.861 1.794 -0.099
N -1.783 0.660 0.285
C -2.307 0.510 1.703
C -3.259 -0.825 1.709
N -3.259 -1.447 0.300
C -2.384 -0.491 -0.490
H 3.407 -2.190 0.006
H 4.498 -0.954 -0.549
H 3.230 -1.181 2.278
H 4.576 0.041 1.767
H 3.166 1.495 0.345
H 2.087 1.098 1.844
H 1.751 -0.604 -0.908
H 0.573 -0.646 0.565
H 0.449 1.190 -1.924
H 1.318 2.262 -0.624
H -0.710 2.511 0.829
H -1.433 2.431 -0.924
H -2.088 1.187 2.640
H -3.893 -1.328 2.570
H -3.768 -2.319 -0.006
H -2.169 -0.619 -1.638
Br -6.745 -1.504 -1.490
C -6.344 -0.299 -2.971
C -5.606 -1.018 -4.076
Br -3.730 -1.285 -3.614
H -5.786 0.544 -2.553
H -7.317 0.053 -3.322
H -5.591 -0.413 -4.987
H -6.022 -2.003 -4.306
Br -2.051 -4.252 -1.342
C -1.316 -5.431 -2.713
C -2.044 -5.263 -4.026
Br -3.773 -6.165 -3.994
H -1.363 -6.449 -2.317
H -0.269 -5.132 -2.811
H -1.489 -5.740 -4.838
H -2.234 -4.218 -4.287
Br -7.228 2.687 3.687
C -5.704 2.657 4.904
C -4.399 2.603 4.145
Br -4.054 0.809 3.460
H -5.850 1.807 5.577
H -5.779 3.585 5.477
H -3.557 2.821 4.808
H -4.367 3.283 3.289
Br 1.472 5.064 -0.554
C 2.996 5.033 0.663
C 4.301 4.980 -0.097
Br 4.646 3.186 -0.781
H 2.850 4.184 1.336
H 2.921 5.961 1.236
H 5.143 5.197 0.567
H 4.333 5.660 -0.952
Br 8.038 -0.913 -1.413
C 8.232 -2.150 0.082
C 7.803 -1.508 1.381
Br 9.168 -0.285 2.048
H 9.272 -2.485 0.086
H 7.583 -2.996 -0.162
H 7.691 -2.262 2.165
H 6.875 -0.936 1.298
```

## Properties
Net charge: +1
HOMO-LUMO gap (eV): 8.0
Calculated total energy (a.u.): -26611.3479


# 2
Here is a 7-piece molecular cluster, C18H36Br10O2 overall at a distorted geometry from the OMol25 dataset. Energies are from the ωB97M-V functional and the def2-TZVPD basis.

XYZ file:
```
66
Properties=species:S:1:pos:R:3
C -1.208 5.037 0.476
C -1.695 4.632 1.859
C -1.118 3.201 1.960
O -1.028 2.737 0.619
C -1.467 3.748 -0.298
H -0.123 5.186 0.492
H -1.610 5.917 -0.026
H -2.779 4.589 1.940
H -1.238 5.252 2.632
H -1.820 2.581 2.524
H -0.150 3.200 2.466
H -2.538 3.719 -0.520
H -0.863 3.620 -1.193
C 0.091 -1.418 4.590
C 0.877 -2.711 4.591
C 0.806 -3.191 3.115
O 0.170 -2.160 2.382
C -0.656 -1.392 3.266
H 0.730 -0.539 4.692
H -0.606 -1.346 5.430
H 0.417 -3.495 5.199
H 1.885 -2.630 4.995
H 0.268 -4.139 3.028
H 1.810 -3.321 2.702
H -1.654 -1.831 3.300
H -0.702 -0.369 2.898
Br -2.939 -2.589 0.629
C -3.957 -0.926 0.371
C -3.050 0.175 -0.175
Br -4.072 1.822 -0.338
H -4.358 -0.636 1.338
H -4.772 -1.102 -0.324
H -2.621 -0.147 -1.120
H -2.233 0.406 0.504
Br 2.551 0.024 -0.459
C 0.747 -0.562 0.076
C -0.083 -0.880 -1.140
Br -0.449 0.758 -2.194
H 0.275 0.268 0.600
H 0.843 -1.389 0.768
H -1.054 -1.317 -0.914
H 0.440 -1.567 -1.805
Br -2.771 -4.233 -5.788
C -1.902 -2.461 -5.646
C -1.877 -1.945 -4.212
Br -3.651 -1.929 -3.369
H -2.475 -1.799 -6.288
H -0.891 -2.579 -6.022
H -1.452 -0.942 -4.195
H -1.173 -2.545 -3.635
Br 2.783 -3.666 0.210
C 4.097 -4.034 -1.189
C 3.751 -3.160 -2.381
Br 4.967 -3.749 -3.821
H 4.059 -5.095 -1.416
H 5.106 -3.833 -0.844
H 3.891 -2.105 -2.158
H 2.719 -3.215 -2.716
Br 4.240 3.569 1.282
C 3.720 3.709 -0.602
C 2.207 3.754 -0.748
Br 1.855 3.822 -2.687
H 4.213 2.927 -1.166
H 4.048 4.686 -0.948
H 1.842 4.664 -0.276
H 1.627 2.941 -0.322
```

## Properties
Net charge: 0
Structure (SMILES): C1CCOC1.C1CCOC1.BrCCBr.BrCCBr.BrCCBr.BrCCBr.BrCCBr
HOMO-LUMO gap (eV): 10.0
Calculated total energy (a.u.): -26598.0362


# 3
Here is a 9-piece molecular cluster, C18H36Br18 overall at a distorted geometry from the OMol25 dataset. Energies are from the ωB97M-V functional and the def2-TZVPD basis.

XYZ file:
```
72
Properties=species:S:1:pos:R:3
Br -1.125 -3.272 -3.890
C -0.821 -4.314 -2.284
C -0.189 -5.638 -2.509
Br -0.124 -6.708 -0.808
H -1.732 -4.405 -1.692
H -0.111 -3.699 -1.730
H 0.771 -5.473 -2.999
H -0.707 -6.392 -3.103
Br -2.619 3.830 4.418
C -1.809 5.147 3.248
C -2.666 5.600 2.109
Br -1.508 6.570 0.791
H -0.945 4.695 2.760
H -1.394 5.953 3.853
H -3.530 6.165 2.461
H -3.238 4.777 1.681
Br -4.457 -3.309 0.710
C -3.525 -1.996 -0.498
C -4.435 -0.825 -0.907
Br -3.200 0.421 -1.848
H -3.228 -2.587 -1.364
H -2.573 -1.656 -0.089
H -4.805 -0.330 -0.009
H -5.343 -1.066 -1.460
Br 0.576 1.727 -3.957
C 1.394 3.493 -4.157
C 0.760 4.275 -5.289
Br 1.490 6.042 -5.474
H 2.466 3.446 -4.348
H 1.263 4.172 -3.315
H -0.315 4.386 -5.149
H 0.821 3.877 -6.302
Br -3.942 1.802 1.925
C -4.259 0.216 3.119
C -2.932 -0.454 3.354
Br -3.161 -1.894 4.667
H -4.941 -0.321 2.460
H -4.689 0.631 4.031
H -2.067 0.147 3.634
H -2.550 -1.043 2.520
Br -0.488 2.079 1.748
C -0.355 0.273 0.765
C 0.543 0.411 -0.490
Br 0.936 -1.219 -1.351
H -1.335 0.030 0.353
H 0.015 -0.510 1.427
H 1.460 0.876 -0.126
H -0.049 1.061 -1.134
Br 5.095 -2.795 -3.644
C 4.608 -1.113 -2.746
C 4.572 0.143 -3.652
Br 4.222 1.741 -2.430
H 5.361 -1.023 -1.963
H 3.692 -1.320 -2.192
H 3.865 0.099 -4.481
H 5.598 0.374 -3.939
Br 5.104 -0.013 1.249
C 5.238 1.942 1.343
C 3.891 2.568 1.726
Br 2.935 3.321 0.155
H 5.723 2.256 0.419
H 5.806 2.191 2.240
H 4.104 3.430 2.358
H 3.232 1.922 2.306
Br -0.141 -3.235 1.890
C 0.195 -5.022 2.666
C -0.379 -5.043 4.074
Br 0.385 -3.577 5.111
H 1.269 -5.194 2.728
H -0.222 -5.847 2.089
H -0.028 -5.853 4.713
H -1.453 -4.940 4.231
```

## Properties
2S+1: 2
Net charge: -1
HOMO-LUMO gap (spin up / spin down) (eV): 2.4 / 7.6
Calculated total energy (a.u.): -47039.6595


# 4
Here is C18H36Br18 as an isolated structure at a distorted geometry from the OMol25 dataset. Energies are from the ωB97M-V functional and the def2-TZVPD basis.

XYZ file:
```
72
Properties=species:S:1:pos:R:3
Br 0.003 0.809 5.634
C -0.618 0.509 3.745
C -1.620 1.622 3.386
Br -0.846 3.464 3.165
H -1.034 -0.497 3.700
H 0.275 0.515 3.120
H -2.405 1.669 4.142
H -2.031 1.389 2.404
Br 1.805 -2.209 1.399
C 0.280 -3.418 1.331
C -0.662 -3.221 0.142
Br -2.200 -4.460 0.325
H -0.335 -3.226 2.210
H 0.556 -4.467 1.437
H -0.165 -3.518 -0.782
H -0.946 -2.189 -0.061
Br -2.739 -2.129 -1.785
C -3.469 -1.831 0.006
C -4.385 -2.994 0.396
Br -5.441 -2.787 2.039
H -4.040 -0.908 -0.098
H -2.612 -1.741 0.673
H -3.801 -3.874 0.665
H -5.063 -3.276 -0.409
Br 5.976 0.927 -2.581
C 4.587 -0.099 -1.498
C 3.966 0.828 -0.470
Br 5.055 0.721 1.158
H 5.115 -0.958 -1.084
H 3.963 -0.511 -2.291
H 3.003 0.431 -0.149
H 3.885 1.864 -0.799
Br -0.161 -1.393 -6.069
C -0.178 -0.729 -4.163
C -1.060 -1.706 -3.399
Br -0.548 -1.202 -1.553
H -0.606 0.265 -4.032
H 0.870 -0.871 -3.902
H -0.633 -2.708 -3.436
H -2.132 -1.746 -3.591
Br 3.290 1.119 -3.223
C 1.491 1.816 -3.798
C 0.638 2.257 -2.632
Br -1.382 2.228 -2.975
H 1.184 1.196 -4.640
H 1.781 2.762 -4.255
H 0.835 3.231 -2.185
H 0.758 1.593 -1.775
Br -2.501 2.036 0.938
C -2.670 2.124 -1.064
C -3.352 0.838 -1.587
Br -5.294 0.903 -1.110
H -1.653 2.338 -1.393
H -3.172 3.063 -1.297
H -2.863 -0.058 -1.205
H -3.337 0.900 -2.675
Br 4.081 3.010 5.498
C 3.587 1.246 4.628
C 2.641 1.444 3.400
Br 1.645 -0.339 3.038
H 3.016 0.785 5.434
H 4.480 0.714 4.299
H 3.326 1.625 2.573
H 1.967 2.283 3.578
Br -1.559 -0.885 0.984
C -0.271 0.232 -0.059
C 0.708 0.974 0.921
Br 2.083 1.931 -0.148
H -0.927 0.871 -0.651
H 0.399 -0.402 -0.639
H 1.233 0.182 1.455
H 0.228 1.638 1.640
```

## Properties
Net charge: 0
HOMO-LUMO gap (eV): 7.9
Calculated total energy (a.u.): -47038.3676


Repeat the second record exactly.
Here is a 7-piece molecular cluster, C18H36Br10O2 overall at a distorted geometry from the OMol25 dataset. Energies are from the ωB97M-V functional and the def2-TZVPD basis.

XYZ file:
```
66
Properties=species:S:1:pos:R:3
C -1.208 5.037 0.476
C -1.695 4.632 1.859
C -1.118 3.201 1.960
O -1.028 2.737 0.619
C -1.467 3.748 -0.298
H -0.123 5.186 0.492
H -1.610 5.917 -0.026
H -2.779 4.589 1.940
H -1.238 5.252 2.632
H -1.820 2.581 2.524
H -0.150 3.200 2.466
H -2.538 3.719 -0.520
H -0.863 3.620 -1.193
C 0.091 -1.418 4.590
C 0.877 -2.711 4.591
C 0.806 -3.191 3.115
O 0.170 -2.160 2.382
C -0.656 -1.392 3.266
H 0.730 -0.539 4.692
H -0.606 -1.346 5.430
H 0.417 -3.495 5.199
H 1.885 -2.630 4.995
H 0.268 -4.139 3.028
H 1.810 -3.321 2.702
H -1.654 -1.831 3.300
H -0.702 -0.369 2.898
Br -2.939 -2.589 0.629
C -3.957 -0.926 0.371
C -3.050 0.175 -0.175
Br -4.072 1.822 -0.338
H -4.358 -0.636 1.338
H -4.772 -1.102 -0.324
H -2.621 -0.147 -1.120
H -2.233 0.406 0.504
Br 2.551 0.024 -0.459
C 0.747 -0.562 0.076
C -0.083 -0.880 -1.140
Br -0.449 0.758 -2.194
H 0.275 0.268 0.600
H 0.843 -1.389 0.768
H -1.054 -1.317 -0.914
H 0.440 -1.567 -1.805
Br -2.771 -4.233 -5.788
C -1.902 -2.461 -5.646
C -1.877 -1.945 -4.212
Br -3.651 -1.929 -3.369
H -2.475 -1.799 -6.288
H -0.891 -2.579 -6.022
H -1.452 -0.942 -4.195
H -1.173 -2.545 -3.635
Br 2.783 -3.666 0.210
C 4.097 -4.034 -1.189
C 3.751 -3.160 -2.381
Br 4.967 -3.749 -3.821
H 4.059 -5.095 -1.416
H 5.106 -3.833 -0.844
H 3.891 -2.105 -2.158
H 2.719 -3.215 -2.716
Br 4.240 3.569 1.282
C 3.720 3.709 -0.602
C 2.207 3.754 -0.748
Br 1.855 3.822 -2.687
H 4.213 2.927 -1.166
H 4.048 4.686 -0.948
H 1.842 4.664 -0.276
H 1.627 2.941 -0.322
```

## Properties
Net charge: 0
Structure (SMILES): C1CCOC1.C1CCOC1.BrCCBr.BrCCBr.BrCCBr.BrCCBr.BrCCBr
HOMO-LUMO gap (eV): 10.0
Calculated total energy (a.u.): -26598.0362